No. 1
Formula: C21H35FP2Ti
Source: the Open Molecules 2025 dataset
Level of theory: the ωB97M-V functional and the def2-TZVPD basis

```
60
Properties=species:S:1:pos:R:3:forces:R:3
P -0.421225 -2.095559 -2.220006 0.046 -0.021 -1.248
P 0.275722 1.547743 -2.250595 -0.001 -0.758 -0.232
C -0.502909 -0.876424 -3.648088 -0.314 0.136 -0.178
C 0.423104 0.359993 -3.657479 0.161 0.487 -0.286
H -1.556602 -0.571880 -3.740756 0.221 -0.036 0.024
H -0.264156 -1.477457 -4.539625 -0.166 0.058 0.156
H 1.478187 0.063339 -3.707438 -0.166 -0.027 -0.122
H 0.192702 0.997307 -4.514528 0.124 -0.534 -0.602
C -1.267071 2.387173 -2.757881 0.151 0.194 -0.221
H -1.564256 3.083211 -1.965676 -0.118 -0.087 -0.199
H -2.077257 1.669411 -2.956230 0.277 0.313 0.102
H -1.022784 2.943786 -3.672219 -0.411 0.055 0.077
C 1.478498 2.831019 -2.579620 0.109 0.349 -0.873
H 1.119705 3.348991 -3.479083 0.663 0.347 0.078
H 2.472084 2.384327 -2.733823 -0.246 0.338 0.078
H 1.477974 3.507339 -1.711363 0.133 -0.150 -0.372
C -1.415983 -3.472089 -2.800572 -0.047 -0.136 -0.606
H -1.363285 -4.263059 -2.045660 -0.135 0.072 -0.224
H -0.972302 -3.816500 -3.740265 -0.408 -0.206 0.062
H -2.444716 -3.145308 -2.958496 -0.029 -0.207 0.048
C 1.243001 -2.815944 -2.563666 0.041 0.026 0.161
H 2.040842 -2.064152 -2.694741 -0.515 -0.325 0.195
H 1.130501 -3.379588 -3.504482 0.075 0.249 0.319
H 1.519558 -3.511143 -1.761742 0.002 0.216 -0.274
Ti 0.081713 -0.624870 2.054410 -1.761 0.909 -0.483
C 0.590482 1.619150 0.520233 -1.995 -1.577 1.737
C -0.771323 1.406070 0.353539 0.333 0.797 0.942
C -1.503872 0.346876 -0.437321 -0.212 -0.443 -0.163
C -1.766860 -0.989562 0.262765 -1.352 -1.034 -1.473
C -0.789652 -2.135459 -0.240607 2.157 1.563 2.226
C 0.617030 -1.916940 0.160490 0.071 -0.226 0.728
C 1.429270 -0.726845 -0.380656 0.171 -0.677 -0.274
C 1.603656 0.477770 0.576781 1.337 0.557 -0.539
C 1.419026 -1.698816 3.050792 1.013 -1.046 1.629
H 0.914815 2.570750 0.997504 -0.375 -0.887 -0.120
H -1.452622 2.112674 0.846991 0.423 0.195 -0.581
H -0.918146 0.035139 -1.336453 -0.466 0.594 0.803
H -2.469160 0.720188 -0.868712 0.768 0.089 0.753
H -2.011734 -0.839050 1.383760 0.969 -0.608 -0.837
H -2.748338 -1.349312 -0.106018 0.129 0.301 0.365
H -1.156527 -3.148494 0.077914 0.278 0.809 -0.774
H 1.210175 -2.825591 0.236709 -0.152 0.058 0.148
H 0.967138 -0.299260 -1.297766 0.142 -0.351 0.317
H 2.448074 -1.044155 -0.738759 -0.757 0.089 0.659
H 1.858554 0.033387 1.645493 -0.701 0.700 -1.157
H 2.591168 0.934648 0.444516 0.002 -0.117 -0.337
H 2.132286 -1.033237 3.556721 0.080 -0.276 0.164
H 1.941562 -2.515578 2.546441 0.049 0.005 0.260
H 0.739740 -2.087823 3.853675 0.450 -0.070 -0.241
F -0.583121 3.149546 7.032123 -0.164 0.093 0.082
C -0.519103 2.386908 5.904840 0.139 0.079 0.106
C 0.736328 2.238782 5.322864 -0.044 -0.502 -0.423
C 0.796806 1.414164 4.186848 -0.587 0.766 0.607
C -0.359312 0.806905 3.682273 0.425 -0.897 -1.041
C -1.592682 0.996986 4.300165 0.628 0.813 0.391
C -1.696687 1.816901 5.426211 0.445 -0.059 0.070
H 1.638261 2.702636 5.741439 -0.573 -0.061 -0.030
H 1.748617 1.293464 3.653277 -0.194 0.031 0.388
H -2.468559 0.549482 3.849260 -0.258 -0.051 0.216
H -2.636311 1.988012 5.942275 0.133 0.080 0.020
```
Positions in Å, forces in eV/Å.

Summary:
Spin multiplicity: 3
Energy above the lowest of the compared OMol25 structures with the same formula, charge and spin: 0.000 eV
Electronic energy: -2452.84239 Eh
<S²>: 2.010
Total charge: 0
HOMO energy (alpha / beta): -4.92 / -6.41 eV

Taken from the Mulliken analysis, the atomic charges in e are: 1.417 1.471 -1.023 -1.027 0.367 0.585 0.338 0.563 -1.589 0.346 0.347 0.520 -1.512 0.448 0.361 0.355 -1.402 0.419 0.501 0.389 -1.522 0.337 0.504 0.396 -0.440 -0.096 -0.511 0.946 -1.654 0.189 -1.151 0.439 -0.956 -1.232 0.347 0.200 -1.579 0.732 0.405 0.477 0.606 0.571 -1.269 0.512 0.372 0.629 0.424 0.257 0.307 -0.350 0.444 -0.726 -0.093 0.115 -0.091 -0.661 0.394 0.157 0.286 0.414

No. 2
Formula: C3HO3
Source: the Open Molecules 2025 dataset
Level of theory: the ωB97M-V functional and the def2-TZVPD basis

```
7
Properties=species:S:1:pos:R:3:forces:R:3
O 0.688903 -1.894046 1.466396 -0.026 0.081 -1.118
C 0.083885 -1.072372 0.808646 0.318 -0.985 2.221
O -0.972818 -1.057415 -0.009617 -0.580 -1.550 -1.023
C -0.374226 0.199041 0.588884 2.183 5.033 -1.359
C 0.175961 1.105292 -0.602872 -0.711 -0.715 0.412
O 0.868227 2.116915 -0.885639 -1.484 -2.493 1.687
H -0.469932 0.602585 -1.365797 0.301 0.630 -0.819
```
Positions in Å, forces in eV/Å.

Summary:
Spin multiplicity: 1
Energy above the lowest of the compared OMol25 structures with the same formula, charge and spin: 2.802 eV
Electronic energy: -340.57954 Eh
Total charge: -1
SMILES: O=C1O/C1=C/[O-]
HOMO energy: -3.36 eV

Taken from the Mulliken analysis, the atomic charges in e are: -0.636 0.918 -0.388 -0.793 0.340 -0.596 0.155

No. 3
Formula: C17H14FeO5
Source: the Open Molecules 2025 dataset
Level of theory: the ωB97M-V functional and the def2-TZVPD basis

```
37
Properties=species:S:1:pos:R:3:forces:R:3
C 5.543343 -1.181643 -0.019199 -0.503 -0.183 0.145
O 4.273818 -1.552939 0.553713 0.243 0.009 -0.548
C 3.232286 -1.830946 -0.287348 -0.048 -0.181 0.397
C 3.331078 -1.772440 -1.697688 0.126 0.141 0.467
C 2.198150 -2.078965 -2.459070 -0.534 -0.411 -0.281
C 0.996812 -2.411490 -1.868071 -0.274 0.526 -0.229
C 0.819987 -2.283451 -0.423597 -0.403 -0.218 -0.139
O -0.317899 -2.190567 0.113130 1.377 -1.194 -0.757
C 2.035188 -2.174067 0.330562 0.617 0.657 0.017
H 6.185135 -1.006890 0.845377 -0.021 -0.001 -0.246
H 5.951571 -1.993354 -0.638322 -0.079 0.161 0.182
H 5.460344 -0.266178 -0.622665 -0.009 -0.187 0.199
H 4.271772 -1.496969 -2.179190 -0.409 -0.113 0.143
H 2.273824 -2.061499 -3.547423 -0.009 -0.067 0.305
H 0.110971 -2.655507 -2.455818 0.259 0.152 0.109
H 1.988209 -2.210542 1.410918 -0.012 0.088 0.008
O -3.423749 4.775296 0.288950 0.656 -2.066 0.070
C -2.993636 3.692603 0.341016 -1.666 4.042 -0.593
Fe -2.119502 2.190404 0.577155 1.378 0.879 -0.771
C -0.592101 2.964089 0.046919 2.296 1.261 -0.881
O 0.337348 3.618566 -0.177092 -1.193 -0.773 0.317
C -1.714065 2.700200 2.226167 0.894 1.541 3.385
O -1.408444 3.253317 3.198720 -0.549 -1.139 -1.509
C -1.092851 0.032491 0.697738 0.175 0.733 -0.448
C -2.017873 -0.496304 1.627282 0.325 -0.749 0.299
C -3.284007 -0.019166 1.812140 -0.087 0.020 0.079
C -3.778438 1.128326 1.103194 -2.450 -1.003 0.442
C -3.771116 1.199454 -0.328734 -0.582 0.058 0.998
C -2.773844 0.619473 -1.090096 -0.423 -0.823 -1.792
C -1.456949 0.571979 -0.565300 1.369 -1.028 0.832
H -0.034759 0.128276 0.979308 -0.469 -0.555 -0.257
H -1.651263 -1.322987 2.244191 -0.145 0.382 -0.038
H -3.924593 -0.482420 2.571873 0.329 0.375 -0.069
H -4.519667 1.745063 1.631752 -0.011 -0.604 -0.427
H -4.605155 1.714653 -0.813023 0.199 -0.124 0.094
H -2.908588 0.450095 -2.161212 0.000 0.426 0.265
H -0.621337 0.704039 -1.266256 -0.367 -0.033 0.230
```
Positions in Å, forces in eV/Å.

Summary:
Spin multiplicity: 5
Energy above the lowest of the compared OMol25 structures with the same formula, charge and spin: 0.000 eV
Electronic energy: -2295.86797 Eh
<S²>: 6.173
Total charge: 0
HOMO energy (alpha / beta): -5.86 / -8.44 eV

Taken from the Mulliken analysis, the atomic charges in e are: -0.836 -0.402 0.680 -0.253 -0.523 -0.511 0.275 -0.584 -0.416 0.231 0.359 0.344 0.384 0.367 0.446 0.444 -0.418 0.066 0.049 0.468 -0.386 0.192 -0.372 0.094 -0.585 -0.732 -0.020 -0.364 -1.269 -0.082 0.493 0.427 0.353 0.580 0.394 0.344 0.763

No. 4
Formula: C17H29BaBrSi2
Source: the Open Molecules 2025 dataset
Level of theory: the ωB97M-V functional and the def2-TZVPD basis

```
50
Properties=species:S:1:pos:R:3:forces:R:3
C 0.713621 3.762401 1.420247 0.379 -0.622 -0.139
C -0.094917 2.879830 2.227282 0.576 -0.599 -0.643
C 0.695387 1.677768 2.512945 -0.215 -0.211 -1.370
H -1.225843 2.968127 2.314470 1.736 -0.093 0.291
C 1.994078 1.826428 1.844744 -0.875 0.048 -0.477
C 1.998414 3.113211 1.170755 -0.528 -0.156 -0.042
H 2.748088 3.437547 0.372272 -0.952 -0.320 1.476
H 0.349669 4.706008 0.912260 0.575 -1.195 0.844
H 0.213065 0.639569 2.706236 1.088 2.061 0.224
H 2.672319 0.946467 1.533621 -0.944 1.542 1.008
Ba 0.192018 1.395247 -0.304696 -0.632 0.198 1.078
Br -2.652718 0.464323 0.525515 -1.018 2.998 -4.299
C -0.483764 1.635120 -2.914481 0.270 0.143 1.454
C 0.799531 2.382252 -2.776383 -0.515 -0.216 0.976
C 0.525834 3.610720 -2.040304 -0.513 -0.441 -0.264
H 1.852662 1.882207 -2.729276 -2.023 1.163 -0.753
C -0.902419 3.657471 -1.723822 0.594 -0.778 -0.268
C -1.520916 2.442733 -2.232497 0.815 -0.140 -0.016
H -2.521748 2.032022 -1.842007 1.639 0.778 -1.056
H -0.531133 0.440069 -2.884393 -0.070 2.853 -0.747
H 1.321645 4.300607 -1.600500 -1.282 -0.954 -0.895
H -1.383819 4.380239 -0.987917 0.641 -0.965 -1.334
C -0.365252 -2.514693 -2.415407 0.413 -0.597 -0.732
Si 0.915936 -1.812468 -1.254311 -1.983 -0.836 3.737
C 2.039949 -2.936925 -0.277604 1.052 -1.112 -1.475
C 2.076315 -0.753478 -2.247176 0.364 0.624 -0.468
C 0.236919 -1.561228 0.526271 1.532 5.146 -3.185
Si -1.234851 -1.605444 1.465164 -0.692 -1.279 1.313
C -0.322408 -2.846605 2.645338 -0.568 -0.616 1.075
C -2.264277 -0.612738 2.822776 -0.441 0.118 1.590
C -2.430904 -2.410973 0.278454 -0.693 -0.192 -0.097
H 0.212896 -3.107143 -3.137168 -0.363 -0.170 -0.327
H -0.925238 -1.745604 -2.970865 0.208 -0.191 0.262
H -1.073859 -3.164859 -1.892313 0.220 0.168 -0.104
H 2.667285 -3.469167 -1.003260 0.842 -0.738 0.255
H 2.637795 -2.277222 0.382869 -0.372 -0.505 -0.422
H 1.395949 -3.601470 0.320823 0.648 0.210 -0.363
H 1.591342 -0.172094 -3.038680 0.155 -0.040 0.171
H 2.676302 -0.086721 -1.610045 -0.051 -0.037 -0.151
H 2.789060 -1.433421 -2.736512 -0.103 0.053 0.129
H 0.658411 -0.511083 0.563628 0.782 -1.864 1.502
H 0.470871 -2.258887 3.197557 -0.803 -0.596 -0.511
H -1.054631 -3.269230 3.375972 0.588 -0.090 0.090
H 0.186680 -3.679970 2.089621 -0.532 0.778 0.511
H -2.937870 0.207210 2.447571 1.066 -1.344 1.499
H -2.992720 -1.308088 3.291899 0.638 -0.225 0.283
H -1.638926 -0.125454 3.598220 -0.131 -0.576 0.053
H -2.391729 -1.785367 -0.620920 -0.119 -0.340 0.273
H -2.268093 -3.434125 -0.023998 0.223 -0.633 0.191
H -3.414005 -2.303120 0.718025 -0.625 -0.209 -0.146
```
Positions in Å, forces in eV/Å.

Summary:
Spin multiplicity: 1
Energy above the lowest of the compared OMol25 structures with the same formula, charge and spin: 8.383 eV
Electronic energy: -3843.47849 Eh
Total charge: -2
HOMO energy: 0.21 eV

Taken from the Mulliken analysis, the atomic charges in e are: -0.174 -0.662 -0.123 0.164 -0.685 -0.397 0.233 0.380 0.299 0.300 0.952 -0.606 -0.459 -0.679 -0.392 0.232 -0.223 -0.641 0.390 0.357 0.378 0.252 -1.234 0.536 -1.296 -1.034 1.028 1.060 -1.301 -1.321 -1.589 0.401 0.331 0.276 0.411 0.233 0.102 0.369 0.266 0.521 -1.609 0.173 0.366 0.251 0.336 0.381 0.404 0.381 0.354 0.308

What is the energy above the lowest of the compared OMol25 structures with the same formula, charge and spin in the first record?
0.000 eV

Which of these has the lowest total charge?
C17H29BaBrSi2